{"formula": "C4H8AgF12N2O12S4", "method": "ωB97M-V/def2-TZVPD", "species": ["Ag", "C", "F", "F", "F", "S", "O", "O", "N", "S", "O", "O", "C", "F", "F", "F", "C", "F", "F", "F", "S", "O", "O", "N", "S", "O", "O", "C", "F", "F", "F", "O", "H", "H", "O", "H", "H", "O", "H", "H", "O", "H", "H"], "positions_angstrom": [[0.047, -0.083, 0.145], [-1.941, 3.337, 1.941], [-2.710, 2.684, 1.060], [-1.555, 4.502, 1.436], [-2.633, 3.565, 3.042], [-0.394, 2.346, 2.296], [0.495, 2.746, 1.253], [-0.006, 2.674, 3.613], [-0.798, 0.773, 1.996], [-1.499, 0.125, 3.301], [-0.640, -0.756, 4.023], [-2.272, 1.066, 4.050], [-2.760, -0.987, 2.564], [-2.177, -1.862, 1.746], [-3.409, -1.618, 3.514], [-3.626, -0.256, 1.823], [2.710, -2.885, -1.277], [3.296, -3.682, -2.140], [2.484, -3.524, -0.126], [3.488, -1.854, -1.032], [1.030, -2.356, -1.946], [0.918, -2.744, -3.299], [0.096, -2.870, -0.992], [0.992, -0.698, -1.722], [1.878, 0.090, -2.822], [2.195, 1.380, -2.314], [2.955, -0.658, -3.387], [0.768, 0.497, -4.264], [-0.219, 1.338, -3.862], [1.522, 1.101, -5.163], [0.190, -0.559, -4.811], [-0.499, 1.841, -1.154], [-1.196, 2.415, -0.817], [-0.650, 1.782, -2.106], [2.266, 0.552, 0.935], [2.567, 1.261, 0.349], [2.621, 0.768, 1.804], [-1.836, -0.915, -0.890], [-2.689, -0.500, -1.055], [-1.892, -1.817, -1.227], [0.697, -1.870, 1.644], [0.883, -1.830, 2.591], [1.302, -2.521, 1.277]], "mulliken_spin": [0.67, 0.00, 0.00, 0.00, 0.00, 0.00, 0.00, 0.01, 0.09, 0.00, 0.00, 0.02, 0.00, 0.00, 0.00, 0.00, 0.00, 0.00, 0.00, 0.00, 0.00, 0.01, 0.00, 0.11, -0.01, 0.00, 0.02, 0.00, 0.00, 0.00, 0.00, 0.02, 0.00, 0.00, 0.02, 0.00, 0.00, 0.02, 0.00, 0.00, 0.02, 0.00, 0.00], "s2": 0.75, "gap_ev": [11.1, 7.2], "lumo_ev": [-0.18, -4.10], "multiplicity": 2, "max_force_ha_per_bohr": 0.0364, "total_energy_ev": -111774.4835, "e_above_lowest_kcal_mol": 0.0}